*one*
{"formula": "C35H27N9O7S3SeW", "method": "the ωB97M-V functional and the def2-TZVPD basis", "homo_lumo_gap_ev": [7.01, 6.69], "multiplicity": 3, "symbols": ["W", "C", "C", "C", "C", "C", "C", "C", "N", "N", "C", "C", "C", "C", "C", "C", "N", "C", "C", "C", "C", "C", "C", "N", "H", "H", "H", "H", "H", "H", "H", "H", "H", "H", "H", "H", "H", "H", "H", "H", "H", "H", "H", "H", "O", "C", "O", "C", "C", "C", "C", "C", "C", "O", "N", "O", "O", "N", "O", "O", "H", "H", "Se", "C", "N", "S", "C", "S", "C", "N", "N", "C", "C", "C", "C", "C", "C", "S", "H", "H", "H", "H", "H"], "positions_angstrom": [[0.08, 0.55, 0.08], [3.23, 1.04, 1.00], [4.00, 0.91, -0.36], [3.97, -0.36, -1.23], [4.65, -1.53, -0.86], [4.63, -2.66, -1.72], [3.94, -2.55, -2.93], [3.36, -1.34, -3.24], [3.33, -0.31, -2.40], [1.84, 1.64, 1.10], [1.93, 2.99, 0.55], [1.89, 2.93, -0.93], [2.57, 3.86, -1.71], [2.49, 3.70, -3.08], [1.77, 2.67, -3.63], [1.15, 1.74, -2.81], [1.25, 1.88, -1.48], [1.62, 1.74, 2.59], [0.18, 1.84, 2.94], [-0.24, 2.70, 3.99], [-1.61, 2.73, 4.22], [-2.49, 1.96, 3.47], [-1.96, 1.23, 2.44], [-0.63, 1.12, 2.15], [3.84, 1.66, 1.68], [3.28, 0.00, 1.43], [5.04, 0.96, -0.09], [3.91, 1.72, -1.07], [5.18, -1.55, 0.11], [5.17, -3.56, -1.45], [3.96, -3.29, -3.69], [2.88, -1.16, -4.19], [2.85, 3.47, 0.83], [1.10, 3.60, 0.93], [3.10, 4.66, -1.26], [3.04, 4.39, -3.73], [1.81, 2.51, -4.70], [0.55, 0.95, -3.24], [2.19, 2.60, 2.90], [2.02, 0.86, 3.10], [0.49, 3.33, 4.55], [-2.08, 3.44, 4.90], [-3.55, 2.04, 3.52], [-2.65, 0.69, 1.83], [0.28, -1.26, -3.46], [0.19, -1.26, -2.27], [-0.47, -0.34, -1.58], [0.90, -2.32, -1.44], [1.05, -3.59, -1.97], [1.72, -4.58, -1.27], [2.22, -4.39, -0.01], [2.10, -3.12, 0.50], [1.47, -2.11, -0.17], [1.48, -0.85, 0.26], [2.55, -2.86, 1.86], [3.46, -3.59, 2.23], [2.05, -1.97, 2.53], [1.86, -5.87, -1.86], [2.34, -6.77, -1.21], [1.55, -6.00, -3.04], [0.73, -3.81, -3.02], [2.64, -5.18, 0.60], [-1.60, -1.47, 0.88], [-1.10, -1.65, 2.64], [-0.91, -1.89, 3.75], [-6.58, 3.30, 1.85], [-5.32, 2.77, 0.89], [-3.91, 3.73, 0.48], [-3.15, 2.29, -0.15], [-3.90, 1.24, -0.15], [-5.10, 1.51, 0.39], [-6.06, 0.47, 0.37], [-5.78, -0.74, 0.96], [-6.68, -1.77, 0.94], [-7.88, -1.60, 0.25], [-8.16, -0.40, -0.38], [-7.25, 0.62, -0.35], [-1.53, 2.41, -0.75], [-4.80, -0.86, 1.38], [-6.43, -2.68, 1.40], [-8.59, -2.43, 0.19], [-9.09, -0.34, -0.89], [-7.36, 1.56, -0.91]]}

*two*
{"formula": "C35H27N9O7S3SeW", "method": "the ωB97M-V functional and the def2-TZVPD basis", "homo_lumo_gap_ev": [5.66, 5.19], "multiplicity": 3, "symbols": ["W", "C", "C", "C", "C", "C", "C", "C", "N", "N", "C", "C", "C", "C", "C", "C", "N", "C", "C", "C", "C", "C", "C", "N", "H", "H", "H", "H", "H", "H", "H", "H", "H", "H", "H", "H", "H", "H", "H", "H", "H", "H", "H", "H", "O", "C", "O", "C", "C", "C", "C", "C", "C", "O", "N", "O", "O", "N", "O", "O", "H", "H", "Se", "C", "N", "S", "C", "S", "C", "N", "N", "C", "C", "C", "C", "C", "C", "S", "H", "H", "H", "H", "H"], "positions_angstrom": [[9.17, 14.12, 9.27], [9.71, 13.87, 6.18], [10.66, 15.08, 6.40], [11.58, 15.09, 7.64], [12.87, 15.63, 7.39], [13.76, 15.76, 8.43], [13.41, 15.34, 9.69], [12.15, 14.97, 9.91], [11.18, 14.83, 8.87], [8.64, 13.61, 7.14], [8.32, 12.16, 7.14], [9.56, 11.54, 7.69], [9.90, 10.30, 7.24], [10.94, 9.64, 7.95], [11.65, 10.39, 8.88], [11.15, 11.60, 9.28], [10.09, 12.15, 8.72], [7.37, 14.39, 6.88], [6.43, 14.44, 8.06], [5.04, 14.64, 7.84], [4.23, 14.94, 8.99], [4.80, 14.91, 10.23], [6.11, 14.63, 10.37], [6.93, 14.40, 9.29], [10.31, 13.00, 6.17], [9.19, 13.88, 5.20], [10.04, 16.01, 6.48], [11.30, 15.06, 5.54], [13.18, 15.91, 6.41], [14.73, 16.19, 8.14], [14.12, 15.35, 10.53], [11.78, 14.67, 10.87], [8.06, 11.80, 6.10], [7.48, 11.91, 7.81], [9.29, 9.85, 6.47], [11.31, 8.58, 7.73], [12.37, 9.85, 9.42], [11.64, 12.14, 10.10], [6.91, 13.86, 6.03], [7.57, 15.40, 6.47], [4.65, 14.66, 6.80], [3.18, 15.23, 8.90], [4.20, 15.23, 11.10], [6.67, 14.54, 11.26], [9.53, 16.95, 12.37], [9.50, 16.56, 11.22], [9.36, 15.31, 10.91], [9.72, 17.52, 10.07], [10.26, 18.78, 10.36], [10.41, 19.76, 9.36], [9.94, 19.51, 8.08], [9.38, 18.23, 7.80], [9.35, 17.20, 8.76], [8.87, 15.99, 8.48], [8.85, 18.00, 6.44], [9.46, 18.54, 5.53], [7.83, 17.40, 6.28], [11.09, 21.03, 9.67], [11.95, 21.00, 10.51], [10.72, 22.02, 9.06], [10.46, 19.01, 11.41], [10.10, 20.27, 7.38], [8.58, 12.67, 11.34], [7.47, 11.52, 10.33], [6.72, 10.95, 9.66], [13.81, 6.94, 5.59], [14.17, 8.53, 6.09], [13.42, 9.85, 5.34], [14.13, 10.95, 6.59], [14.88, 10.30, 7.40], [14.95, 8.96, 7.12], [16.06, 8.27, 7.69], [16.56, 7.10, 7.10], [17.65, 6.48, 7.70], [18.31, 7.01, 8.78], [17.79, 8.13, 9.40], [16.73, 8.80, 8.81], [13.68, 12.56, 6.59], [16.08, 6.63, 6.30], [18.11, 5.65, 7.16], [19.23, 6.53, 9.14], [18.30, 8.53, 10.26], [16.47, 9.77, 9.19]]}

Which of them is the most stable? Correct choice: *one*.

*one*
{"formula": "C4H7N2P", "method": "the ωB97M-V functional and the def2-TZVPD basis", "homo_lumo_gap_ev": 8.76, "smiles": "Cc1cpn(C)n1", "symbols": ["C", "C", "C", "P", "N", "C", "N", "H", "H", "H", "H", "H", "H", "H"], "positions_angstrom": [[-2.17, -0.58, 0.09], [-0.68, -0.64, -0.02], [0.04, -1.80, 0.03], [1.86, -1.04, -0.41], [1.20, 0.47, -0.25], [1.88, 1.72, -0.05], [-0.07, 0.53, -0.04], [-2.56, -0.40, 1.19], [-2.62, -1.59, -0.04], [-2.72, 0.18, -0.48], [-0.23, -2.81, -0.09], [1.98, 2.27, -1.04], [1.17, 2.24, 0.74], [2.91, 1.45, 0.36]]}

*two*
{"formula": "C4H7N2P", "method": "the ωB97M-V functional and the def2-TZVPD basis", "homo_lumo_gap_ev": 8.97, "symbols": ["C", "C", "C", "C", "N", "N", "P", "H", "H", "H", "H", "H", "H", "H"], "positions_angstrom": [[0.89, -1.64, -1.28], [-1.80, 0.03, -0.63], [-1.57, 1.35, -1.15], [1.33, -0.22, 1.91], [1.34, -0.97, -0.39], [1.41, -0.16, 0.45], [-2.10, -1.19, 0.27], [1.38, -2.09, -2.00], [-2.50, 1.90, -1.24], [-1.16, 1.35, -2.19], [-0.80, 1.84, -0.56], [0.32, 0.26, 2.16], [1.37, -1.15, 2.46], [1.91, 0.68, 2.19]]}

*three*
{"formula": "C4H7N2P", "method": "the ωB97M-V functional and the def2-TZVPD basis", "homo_lumo_gap_ev": 7.12, "symbols": ["C", "C", "C", "C", "N", "N", "P", "H", "H", "H", "H", "H", "H", "H"], "positions_angstrom": [[1.92, -0.41, 0.28], [2.06, 0.74, -0.56], [0.81, -0.29, 1.04], [0.94, 1.51, -0.29], [0.16, 0.84, 0.66], [-2.38, -0.48, -0.58], [-2.25, 0.94, 0.22], [2.76, -1.22, 0.54], [2.73, 0.86, -1.37], [0.66, -1.04, 1.89], [0.62, 2.26, -0.96], [-2.40, -0.44, -1.64], [-1.59, -1.15, -0.50], [-2.46, 0.43, 1.62]]}

Which of them is the most stable? Correct choice: *one*.